22
Properties=species:S:1:pos:R:3 method="wB97M-V/def2-TZVPD" homo_energy_ev="-9.25 / -9.71" e_tot_ev=-19945.37955 spin_multiplicity=1 lumo_energy_ev="-2.49 / -1.28" de_lowest_kcal_mol=121.7 orbital_gap_ev="6.8 / 8.4"
C 2.208 0.724 -0.342
C 1.974 0.147 0.914
C 1.302 0.618 -1.314
C 0.841 -0.620 1.126
C 0.099 -0.161 -1.157
C -3.473 1.060 -0.544
C 0.001 -0.674 0.096
C -2.249 -1.858 0.753
N -4.104 0.984 0.607
N -2.675 0.008 -0.754
N -3.712 -0.097 1.191
N -2.861 -0.699 0.381
N -1.711 -2.063 1.941
O -1.574 -1.138 2.773
O -1.233 -3.161 2.141
H 3.131 1.319 -0.239
H 2.734 0.134 1.712
H 1.537 1.098 -2.199
H 0.684 -1.306 2.024
H -0.768 -0.072 -1.959
H -3.243 1.938 -1.086
H -2.229 -2.620 0.051